This record from OMol25 describes the ion C3H6NS2 with charge +1. The level of theory is wB97M-V/def2-TZVPD.

Last column: Löwdin charge in e.
Atoms and positions in Å:
1 C 0.78833 -1.35234 0.65528  -0.542
2 C -0.41933 -0.72095 0.63569  -0.480
3 C -1.24709 1.17591 -1.01189  -0.424
4 N -0.39382 1.84879 -0.29765  0.102
5 S 1.67344 -1.91959 -0.72245  0.848
6 S -1.40003 -0.50516 -0.85787  1.041
7 H 1.25723 -1.35666 1.56818  0.055
8 H -0.90864 -0.40899 1.47232  0.050
9 H -2.05288 1.60585 -1.61630  0.114
10 H 2.62577 -2.42249 0.06722  -0.097
11 H 0.29866 1.19259 0.30388  0.170
12 H -0.22164 2.86305 -0.19641  0.162

Atoms 1-6, force components in eV/Å:
C -2.2 1.3 -2.2
C 1.9 -1.6 -3.0
C -0.4 0.3 0.7
N 2.1 -1.2 1.5
S -0.2 0.0 0.5
S 0.4 -0.3 0.5

Computed properties:
**E_HOMO**: -13.29 eV
**Relative energy (zero: lowest compared OMol25 entry of this formula, charge and spin)**: 13.1 kcal/mol
**Total charge**: +1